Record 1
Here is a cluster of 10 separate species, C18H54BF4O9S9 in total at a distorted geometry from OMol25. Energies are from wB97M-V/def2-TZVPD.

Last column: Löwdin charge in e.
Cartesian coordinates (Å):
B  -1.52742  -0.20889  1.02582  -1.43
F  -2.48110  -0.39421  0.01764  0.08
F  -2.17286  -0.29446  2.24075  0.09
F  -0.69521  -1.23305  1.13517  0.16
F  -0.86478  0.99999  0.90514  0.10
C  -6.45507  4.90589  5.95172  -0.28
S  -6.43830  6.47870  5.03868  0.83
O  -4.98995  6.57339  4.53274  -0.58
C  -7.53504  5.96016  3.66061  -0.26
H  -5.80081  5.02011  6.81601  0.05
H  -6.00097  4.06140  5.43332  0.06
H  -7.46412  4.58556  6.21116  0.04
H  -8.36955  5.48663  4.17777  0.04
H  -7.05024  5.20968  3.03622  0.06
H  -7.83571  6.80936  3.04696  0.04
C  6.17346  -1.75094  -0.20348  -0.27
S  6.09891  -3.22589  -1.35038  0.86
O  7.28090  -3.04366  -2.35291  -0.59
C  6.68814  -4.35733  -0.07691  -0.29
H  7.12785  -1.61954  0.30639  0.05
H  5.45178  -1.61896  0.60266  0.05
H  5.96671  -0.82718  -0.74386  0.04
H  6.49655  -5.34011  -0.50767  0.04
H  6.12098  -4.29346  0.85172  0.06
H  7.76546  -4.27270  0.06561  0.06
C  -1.14375  -8.47439  1.79462  -0.26
S  -1.55813  -10.23781  1.34742  0.82
O  -2.99323  -10.39230  1.65050  -0.58
C  -1.35512  -9.97466  -0.50552  -0.25
H  -0.12512  -8.29370  1.45136  0.04
H  -1.15087  -8.29258  2.86933  0.05
H  -1.75133  -7.67668  1.36729  0.06
H  -1.17126  -10.80816  -1.18345  0.04
H  -0.62899  -9.17089  -0.62712  0.03
H  -2.26274  -9.46466  -0.82836  0.04
C  5.96034  -2.65117  6.14114  -0.29
S  5.38267  -4.05621  7.14093  0.83
O  5.57092  -5.36621  6.36520  -0.59
C  3.55658  -3.60020  6.95341  -0.24
H  5.29748  -2.64977  5.27585  0.04
H  6.88427  -2.75188  5.57163  0.05
H  5.88713  -1.74518  6.74275  0.06
H  3.14983  -2.87647  7.65972  0.04
H  3.01569  -4.47142  7.32286  0.04
H  3.24573  -3.27572  5.96033  0.05
C  -5.16071  -6.04004  -4.17175  -0.24
S  -5.75669  -6.74339  -5.79978  0.83
O  -4.84882  -6.12050  -6.82440  -0.58
C  -5.41605  -8.52191  -5.87207  -0.28
H  -5.91907  -6.02740  -3.38890  0.04
H  -5.06224  -4.97675  -4.39040  0.04
H  -4.19480  -6.37105  -3.79025  0.05
H  -5.15398  -8.81471  -6.88877  0.05
H  -6.34314  -9.03480  -5.61601  0.04
H  -4.53340  -8.98088  -5.42668  0.05
C  4.15105  8.12432  -1.57902  -0.29
S  4.29623  9.65795  -0.74282  0.81
O  5.71641  9.77626  -0.26991  -0.57
C  4.21944  10.85075  -2.18291  -0.25
H  4.09179  8.23668  -2.66159  0.05
H  3.26279  7.59923  -1.22775  0.05
H  5.08080  7.60780  -1.34052  0.06
H  4.29996  11.89419  -1.87821  0.04
H  3.31721  10.89471  -2.79293  0.05
H  5.08618  10.65328  -2.81366  0.05
C  -7.36383  2.46819  -4.11332  -0.28
S  -6.96087  2.51894  -5.88303  0.82
O  -6.71451  3.99126  -6.33900  -0.58
C  -5.41600  1.56260  -5.87978  -0.27
H  -6.61678  2.94736  -3.48053  0.06
H  -7.54356  1.50807  -3.62961  0.06
H  -8.25184  3.09296  -4.01741  0.04
H  -4.73316  1.97480  -5.13685  0.05
H  -4.90300  1.68611  -6.83354  0.05
H  -5.67493  0.53448  -5.62677  0.05
C  2.45502  1.00202  -5.66312  -0.29
S  2.21517  0.86843  -7.41435  0.82
O  3.28607  1.68752  -8.09513  -0.56
C  2.87878  -0.80400  -7.53252  -0.29
H  2.15246  0.36026  -4.83564  0.07
H  1.88953  1.90700  -5.44107  0.04
H  3.49849  1.30604  -5.58047  0.06
H  3.16041  -1.28062  -8.47147  0.05
H  2.15707  -1.52658  -7.15158  0.05
H  3.79288  -0.90048  -6.94667  0.05
C  2.63190  4.88318  5.26618  -0.24
S  2.15780  4.60325  7.07499  0.82
O  3.43475  4.40971  7.80064  -0.57
C  1.45143  6.16479  7.59636  -0.27
H  3.28253  5.73632  5.07403  0.04
H  1.97051  4.81940  4.40213  0.05
H  3.35664  4.10072  5.04120  0.03
H  0.61924  5.87807  8.23928  0.04
H  1.16980  6.76932  6.73419  0.05
H  2.18534  6.68669  8.21044  0.05

* net charge: -1
* gap between HOMO and LUMO: 9.14 eV
* ΔE to the lowest compared entry with this formula, charge and spin: 562.3 kJ/mol
* lowest unoccupied orbital energy: 1.7 eV
* HOMO energy: -7.4 eV


Record 2
Here is a cluster of 11 separate species, C28H74F3N6O12 in total at a distorted geometry from OMol25. Energies are from wB97M-V/def2-TZVPD.

Last column: Löwdin charge in e.
Cartesian coordinates (Å):
C  11.01244  -0.56075  12.26357  -0.49
O  11.82933  -0.10783  11.13690  -0.10
O  11.03149  -1.94217  12.26565  -0.28
C  11.29079  0.20007  13.58086  -0.61
F  10.60895  -0.29346  14.64809  0.10
F  12.54741  0.29360  13.93521  0.16
F  10.80321  1.43962  13.55159  0.11
C  11.83292  1.24168  10.72367  -0.32
C  12.53532  1.49755  9.41443  -0.09
H  12.17062  0.81336  8.64828  0.07
H  12.40331  2.48570  8.97371  0.06
H  13.59571  1.46091  9.66409  0.07
H  12.20201  1.89820  11.51160  0.10
H  10.80232  1.55538  10.55772  0.11
H  9.97822  -0.28796  12.05362  0.12
C  8.78889  -5.68583  8.18694  -0.85
O  8.43223  -6.28470  7.22928  0.05
N  9.41724  -6.26402  9.16320  0.16
N  8.57517  -4.42581  8.40587  0.17
H  9.45500  -7.27146  9.22429  0.12
H  9.79389  -5.71993  9.92622  0.11
H  8.83035  -4.09624  9.32585  0.12
H  8.12901  -3.92553  7.65038  0.12
C  15.39622  -5.32078  10.04097  -0.73
O  16.44966  -5.85272  9.60921  -0.03
N  14.92664  -4.14915  9.69406  0.16
N  14.80932  -5.73687  11.15061  0.14
H  14.20872  -3.71851  10.25907  0.11
H  15.32860  -3.68025  8.89490  0.12
H  14.00553  -5.20674  11.45554  0.11
H  15.28612  -6.47764  11.64461  0.12
C  5.43880  2.60023  19.81488  -0.78
O  6.14573  2.09324  20.67679  0.01
N  4.14118  2.71534  19.83316  0.16
N  6.04874  2.96592  18.70606  0.15
H  3.64691  2.39776  20.65472  0.12
H  3.60147  3.13556  19.09003  0.11
H  6.99603  2.73356  18.44382  0.13
H  5.39917  3.46829  18.11802  0.10
C  4.23187  1.49333  10.94729  -0.06
C  4.05900  0.30680  10.00398  -0.48
C  2.67317  -0.25978  10.03383  -0.06
O  4.25809  0.96907  8.75182  -0.09
H  4.36153  1.09366  11.95305  0.08
H  3.40525  2.20363  10.93012  0.08
H  5.19316  1.98688  10.80434  0.08
H  4.83276  -0.45741  10.07729  0.14
H  2.09885  0.10340  9.18157  0.08
H  2.22185  0.03586  10.98094  0.08
H  2.74354  -1.33850  9.89418  0.07
H  4.29361  0.35495  8.01480  0.08
C  15.39165  7.85723  11.31673  -0.05
C  15.49442  9.27872  11.85106  -0.55
C  16.31328  9.41043  13.10183  -0.07
O  16.08125  10.05776  10.89317  -0.04
H  14.46877  7.80091  10.73947  0.08
H  15.33600  7.12747  12.12447  0.08
H  16.16965  7.59550  10.59957  0.08
H  14.50484  9.68623  12.05785  0.14
H  15.88423  9.10499  14.05615  0.08
H  16.65092  10.42371  13.31940  0.08
H  17.21808  8.82212  12.94906  0.08
H  17.03851  9.98919  10.86962  0.10
C  10.11299  -9.46866  15.10930  -0.07
C  9.11800  -8.65738  16.00773  -0.44
C  8.54600  -9.53384  17.17298  -0.05
O  9.82320  -7.54908  16.62090  -0.07
H  9.67709  -10.28211  14.52931  0.07
H  10.87463  -9.99980  15.68018  0.07
H  10.67735  -8.93382  14.34541  0.07
H  8.34150  -8.18860  15.40325  0.13
H  8.16860  -10.42551  16.67239  0.07
H  7.77697  -8.90577  17.62266  0.07
H  9.26138  -9.81366  17.94631  0.08
H  9.96573  -7.02132  15.83175  0.08
C  17.46032  -3.93312  19.10274  -0.05
C  16.26476  -4.94473  18.93236  -0.53
C  15.71291  -4.94159  17.56660  -0.07
O  16.77866  -6.18732  19.21417  -0.04
H  17.22101  -2.88492  19.28189  0.07
H  18.19158  -4.10429  18.31276  0.07
H  18.04057  -4.18200  19.99125  0.06
H  15.51443  -4.63393  19.65935  0.14
H  14.94905  -4.17643  17.42826  0.09
H  15.13285  -5.85700  17.44974  0.08
H  16.43947  -5.01282  16.75720  0.09
H  16.92329  -6.67155  18.39796  0.09
C  20.62003  1.30498  14.99190  -0.05
C  19.20194  0.81949  14.77922  -0.53
C  18.27023  1.90511  14.32644  -0.07
O  19.10754  -0.09415  13.72778  -0.05
H  21.01805  1.78799  14.09950  0.08
H  21.32680  0.48810  15.13783  0.08
H  20.60374  1.96667  15.85792  0.08
H  18.81290  0.39083  15.70281  0.13
H  17.30507  1.42852  14.15493  0.09
H  18.64261  2.36753  13.41232  0.09
H  18.33988  2.71704  15.05033  0.08
H  18.23774  -0.26245  13.35801  0.09
C  9.04901  5.69304  3.94223  -0.04
C  7.60051  5.16876  4.28972  -0.50
C  7.21299  4.04887  3.44100  -0.10
O  7.48483  4.79450  5.66471  -0.03
H  9.76841  4.91286  3.69344  0.07
H  9.43000  6.27967  4.77818  0.07
H  9.02011  6.30566  3.04115  0.07
H  6.90730  5.95056  3.97932  0.13
H  6.30154  3.63721  3.87447  0.08
H  7.90143  3.20442  3.47350  0.09
H  7.11731  4.25783  2.37551  0.09
H  6.89421  4.03769  5.66763  0.07
C  12.54760  -0.37090  23.29006  -0.05
C  13.50529  0.72288  22.82180  -0.51
C  13.15194  1.11911  21.38959  -0.07
O  13.49527  1.89985  23.58314  -0.05
H  11.54529  0.05172  23.22021  0.08
H  12.82800  -0.67996  24.29702  0.07
H  12.50288  -1.30332  22.72732  0.08
H  14.51793  0.32243  22.77377  0.13
H  13.61016  2.06507  21.10099  0.07
H  12.11631  1.29505  21.09871  0.08
H  13.63063  0.37651  20.75123  0.08
H  14.16976  2.49560  23.24888  0.09

* net charge: -1
* gap between HOMO and LUMO: 5.95 eV
* lowest unoccupied orbital energy: 1.9 eV
* HOMO energy: -4.1 eV


Record 3
Here is an isolated molecule of C3H4O3S at a distorted geometry from OMol25. Energies are from wB97M-V/def2-TZVPD.

Last column: Löwdin charge in e.
Cartesian coordinates (Å):
C  -0.85633  -1.29136  0.06716  -0.36
C  -0.10189  -0.03072  -0.07123  -0.47
C  1.38535  -0.26454  -0.01506  -0.50
H  -2.38325  0.02410  -0.13795  0.03
H  -0.60122  -1.74458  1.11893  0.19
H  -0.70977  -2.00658  -0.72025  0.14
H  2.98218  1.00228  -0.26930  0.12
O  -2.17622  -1.03176  -0.10105  -0.17
O  2.04824  0.97565  -0.03581  0.04
O  1.91611  -1.32407  0.04786  0.16
S  -1.00973  1.45537  0.05221  0.83

* gap between HOMO and LUMO: 7.78 eV
* ΔE to the lowest compared entry with this formula, charge and spin: 259.4 kJ/mol
* lowest unoccupied orbital energy: -2.0 eV
* structure (SMILES): O=C(O)C(=S)CO
* HOMO energy: -9.8 eV